P) DFT (ωB97M-V/def2-TZVPD) results for a 3-piece molecular cluster, C3H9NS2 overall.

```
! RIJCOSX wB97M-V def2-TZVPD def2/J DEFGRID3
* xyz 0 1
H 0.841 -1.132 1.285
H -1.322 -1.088 -0.727
H 0.990 -2.091 0.023
H -1.265 -0.970 0.784
C 0.767 -1.026 0.224
S 3.398 -0.125 0.554
C -0.726 -0.498 -0.041
H -1.050 1.136 -1.161
S -3.931 0.518 -0.243
H 3.328 -1.473 -0.963
C 1.925 -0.024 -0.420
H 1.676 1.073 -0.215
H 2.124 -0.176 -1.525
H -1.968 1.081 0.035
N -0.946 0.947 -0.155
*
```

For the highest occupied orbital energy, the calculation gives -8.7 eV. The lowest unoccupied orbital energy comes out at -4.51 eV. As for the HOMO-LUMO gap: 4.2 eV.

Table of Löwdin atomic charges, one value per atom, all in e: 0.057, 0.071, 0.089, 0.085, -0.218, 0.599, -0.336, 0.061, 0.338, 0.162, -0.770, 0.048, 0.045, -0.147, -0.082



Q) DFT (ωB97M-V/def2-TZVPD) results for a 2-piece molecular cluster, C3H9NS2 overall.

```
! RIJCOSX wB97M-V def2-TZVPD def2/J DEFGRID3
* xyz 0 1
S 3.031 -0.516 0.704
H 0.375 -0.240 1.284
H -2.128 2.189 0.998
H -2.047 0.280 -2.533
H 2.688 -2.848 1.621
H 2.268 -2.692 -0.263
H 1.168 -2.003 1.023
C -2.030 0.997 -0.670
S 1.382 0.708 0.931
H -0.699 2.447 0.166
N -1.624 2.050 0.160
C 2.202 -2.212 0.686
C -1.322 0.431 -1.746
H -3.070 0.788 -0.541
H -0.194 0.619 -1.819
*
```

For the highest occupied orbital energy, the calculation gives -8.0 eV. The lowest unoccupied orbital energy comes out at 0.54 eV. As for the HOMO-LUMO gap: 8.5 eV. The structure (SMILES) is C=CN.CSS.

Table of Löwdin atomic charges, one value per atom, all in e: 0.309, -0.122, 0.062, 0.020, 0.093, 0.003, -0.017, -0.290, 0.225, 0.047, 0.034, -0.437, -0.054, 0.081, 0.045



Preferred: Q); penalty for the next structure: 0.2487 hartree.



P) DFT (ωB97M-V/def2-TZVPD) results for one molecule with the formula C3H5NS.

```
! RIJCOSX wB97M-V def2-TZVPD def2/J DEFGRID3
* xyz 0 3
N 1.106 -1.224 0.076
H -0.405 -0.864 -1.281
C -0.255 -0.712 -0.281
H 0.976 -1.340 1.040
H 1.263 2.259 0.139
H -1.267 1.247 0.141
C 0.979 1.320 -0.061
C -0.241 0.838 -0.049
S 2.277 0.011 -0.180
H -0.865 -1.312 0.390
*
```

For the highest occupied orbital energy (spin up / spin down), the calculation gives -4.8 / -9.5 eV. The lowest unoccupied orbital energy (spin up / spin down) comes out at 0.87 / -2.03 eV. As for the HOMO-LUMO gap (spin up / spin down): 5.6 / 7.4 eV.

Table of Löwdin atomic charges, one value per atom, all in e: -0.389, 0.072, -0.238, 0.030, -0.005, 0.109, -0.418, -0.206, 0.933, 0.112



Q) DFT (ωB97M-V/def2-TZVPD) results for a 2-piece molecular cluster, C3H5NS overall.

```
! RIJCOSX wB97M-V def2-TZVPD def2/J DEFGRID3
* xyz 0 3
C 0.367 0.015 0.702
H 0.191 0.527 1.674
N -0.871 -0.512 0.201
S -4.244 0.325 0.151
C -3.452 -0.862 -0.465
H 0.455 0.015 -1.510
C -0.202 0.460 -0.602
H -1.017 -1.409 -0.217
H -0.525 1.505 -0.630
H 1.078 -0.771 0.847
*
```

For the highest occupied orbital energy (spin up / spin down), the calculation gives -6.9 / -9.3 eV. The lowest unoccupied orbital energy (spin up / spin down) comes out at -0.09 / -2.94 eV. As for the HOMO-LUMO gap (spin up / spin down): 6.8 / 6.4 eV.

Table of Löwdin atomic charges, one value per atom, all in e: -0.186, 0.110, -0.096, 0.489, -0.537, 0.150, -0.188, 0.070, 0.098, 0.089



Preferred: P); penalty for the next structure: 0.0697 hartree.



P) DFT (ωB97M-V/def2-TZVPD) results for C8H16N3O as an isolated structure.

```
! RIJCOSX wB97M-V def2-TZVPD def2/J DEFGRID3
* xyz 1 1
H 3.018 -1.227 0.737
N -1.014 -0.560 -1.148
C 2.313 1.181 -0.048
H -2.694 1.883 -0.781
H 0.818 0.223 -0.950
O -2.932 -0.076 1.900
C 0.516 -0.060 0.988
C -2.256 0.303 0.722
N -0.476 -1.874 -1.544
H -1.518 -1.616 0.460
H 0.931 -0.637 1.763
H 2.874 1.184 0.853
C 2.279 -1.228 -0.223
H 0.305 0.933 1.309
H 1.638 -2.035 -0.266
H 3.037 -1.269 -0.962
C -1.258 -0.618 0.231
C -3.783 0.857 2.222
H -4.396 0.778 3.029
H 1.797 2.142 -0.230
H 2.974 1.047 -0.978
H -1.230 -2.524 -1.528
H -0.130 -1.926 -2.433
C -2.851 1.510 0.253
N 1.493 0.003 -0.141
H -4.215 2.779 1.287
C -3.840 1.809 1.223
H -1.887 -0.292 -1.698
*
```

For the highest occupied orbital energy, the calculation gives -11.6 eV. The lowest unoccupied orbital energy comes out at -2.53 eV. As for the HOMO-LUMO gap: 9.1 eV.

Table of Löwdin atomic charges, one value per atom, all in e: 0.172, -0.112, -0.031, 0.125, 0.172, 0.056, 0.051, -0.225, 0.056, 0.126, 0.091, 0.098, -0.017, 0.095, 0.056, 0.087, -0.155, -0.101, 0.107, 0.124, 0.138, 0.085, 0.055, 0.010, -0.275, 0.091, -0.046, 0.167



Q) DFT (ωB97M-V/def2-TZVPD) results for an isolated ion of composition C8H16N3O and charge +1.

```
! RIJCOSX wB97M-V def2-TZVPD def2/J DEFGRID3
* xyz 1 1
H -0.739 0.728 -2.213
C 0.269 1.652 0.625
H -1.633 1.570 1.581
C -1.519 -1.592 -0.010
C -1.030 0.586 -1.223
N -0.424 -1.429 0.628
H 3.316 0.033 -1.195
H -1.098 3.157 1.164
H -1.635 2.638 -1.414
C 2.650 -0.054 -0.384
H -2.842 1.714 -0.585
H 1.965 -1.268 1.251
H 2.714 0.838 0.294
H -2.540 -0.667 -1.498
H 0.923 2.403 0.198
H 2.646 -2.346 -0.067
H 0.595 1.325 1.664
H -0.134 -2.163 1.179
C 0.273 0.533 -0.438
O 1.321 0.045 -1.051
C -1.768 1.768 -0.631
H -3.510 -2.462 -0.032
N -1.770 -0.654 -0.961
H 3.679 -1.373 0.970
C -1.128 2.081 0.797
N -2.505 -2.454 0.249
C 2.728 -1.321 0.458
H -2.291 -3.416 0.515
*
```

For the highest occupied orbital energy, the calculation gives -12.9 eV. The lowest unoccupied orbital energy comes out at -3.79 eV. As for the HOMO-LUMO gap: 9.1 eV.

Table of Löwdin atomic charges, one value per atom, all in e: 0.145, -0.123, 0.104, -0.514, -0.197, 0.182, 0.115, 0.148, 0.159, -0.121, 0.108, 0.060, 0.134, 0.101, 0.142, 0.121, 0.163, 0.053, -0.122, 0.024, -0.093, 0.143, 0.127, 0.079, -0.156, 0.159, -0.065, 0.123



Preferred: Q); penalty for the next structure: 0.1013 hartree.



P) DFT (ωB97M-V/def2-TZVPD) results for one molecule with the formula C5H7NOS.

```
! RIJCOSX wB97M-V def2-TZVPD def2/J DEFGRID3
* xyz 0 1
H -1.084 -1.507 -0.490
C -2.374 0.188 0.504
C 0.133 0.206 -0.328
H -1.494 0.077 -1.466
N 1.778 1.684 -0.084
H 1.510 -1.426 -0.330
H -2.276 0.046 1.630
C -1.274 -0.411 -0.394
S 3.831 0.029 0.066
H -3.263 -0.439 -0.058
C 1.281 -0.455 -0.230
H 3.696 -1.232 1.035
O 0.315 1.532 -0.167
H -3.056 1.277 0.397
C 2.278 0.432 -0.085
*
```

For the highest occupied orbital energy, the calculation gives -9.2 eV. The lowest unoccupied orbital energy comes out at 0.11 eV. As for the HOMO-LUMO gap: 9.3 eV. The structure (SMILES) is CCc1cc(S)no1.

Table of Löwdin atomic charges, one value per atom, all in e: 0.127, -0.147, -0.305, 0.159, 0.106, 0.077, 0.070, -0.196, 0.830, 0.100, -0.122, 0.041, 0.014, 0.145, -0.900



Q) DFT (ωB97M-V/def2-TZVPD) results for C5H7NOS as an isolated structure.

```
! RIJCOSX wB97M-V def2-TZVPD def2/J DEFGRID3
* xyz 0 1
H 2.531 -0.956 1.231
H -0.661 -1.935 0.720
S 1.995 -1.021 -0.065
H -1.863 -1.217 1.663
H -1.292 -1.606 -1.505
H -2.567 -0.343 -1.287
O 0.894 1.496 -0.442
H -0.321 3.127 -0.177
C -1.428 -1.120 0.668
C 0.621 0.199 -0.042
H -2.927 -2.156 -0.704
C -2.183 -1.382 -0.732
C -0.636 0.159 0.476
C -0.250 2.087 -0.091
N -1.244 1.399 0.424
*
```

For the highest occupied orbital energy, the calculation gives -9.3 eV. The lowest unoccupied orbital energy comes out at 0.52 eV. As for the HOMO-LUMO gap: 9.8 eV.

Table of Löwdin atomic charges, one value per atom, all in e: -0.106, 0.084, 0.751, 0.100, 0.104, 0.120, 0.034, 0.119, -0.185, -0.573, 0.034, -0.090, -0.356, -0.199, 0.163



Preferred: Q); penalty for the next structure: 0.1145 hartree.



P) DFT (ωB97M-V/def2-TZVPD) results for one molecule with the formula C5H7NOS.

```
! RIJCOSX wB97M-V def2-TZVPD def2/J DEFGRID3
* xyz 0 1
H -0.137 2.168 -0.032
H 0.634 -1.168 2.101
S 1.785 -0.905 -0.053
C -1.205 0.225 -0.262
C 0.419 -0.692 1.159
N -1.104 -1.077 -0.896
O 0.376 0.707 1.356
H 2.051 1.420 -0.726
H 0.986 0.546 -1.876
H -1.704 -1.501 1.165
C 0.031 1.085 0.021
H -0.216 -1.213 -1.350
H -2.205 0.713 -0.337
C -0.972 -0.984 0.546
C 1.260 0.675 -0.818
*
```

For the highest occupied orbital energy, the calculation gives -8.9 eV. The lowest unoccupied orbital energy comes out at 0.83 eV. As for the HOMO-LUMO gap: 9.7 eV. The structure (SMILES) is C1S[C@H]2O[C@@H]1[C@H]1N[C@H]12.

Table of Löwdin atomic charges, one value per atom, all in e: 0.156, 0.116, 0.917, -0.214, -0.500, 0.068, -0.117, 0.078, 0.089, 0.141, -0.318, 0.038, 0.152, -0.231, -0.376



Q) DFT (ωB97M-V/def2-TZVPD) results for C5H7NOS as an isolated structure.

```
! RIJCOSX wB97M-V def2-TZVPD def2/J DEFGRID3
* xyz 0 1
O 0.923 -2.397 -1.313
C -0.955 0.421 0.431
C 0.391 -0.315 0.031
H -0.985 -1.143 -1.614
S 1.276 -0.133 2.576
H 0.549 -2.221 1.438
H -1.166 2.007 -0.835
C 0.018 -1.438 -1.070
H 0.761 1.905 0.156
H -2.060 -0.140 0.780
N -0.858 1.119 -0.927
C 0.656 1.068 -0.670
C 0.931 -0.954 1.178
H 1.266 0.978 -1.502
H -0.745 1.245 1.341
*
```

For the highest occupied orbital energy, the calculation gives -8.8 eV. The lowest unoccupied orbital energy comes out at -0.71 eV. As for the HOMO-LUMO gap: 8.1 eV.

Table of Löwdin atomic charges, one value per atom, all in e: -0.050, -0.197, -0.524, 0.150, 0.655, 0.178, 0.039, -0.069, 0.147, 0.177, -0.041, -0.079, -0.601, 0.088, 0.128



Preferred: P); penalty for the next structure: 0.1612 hartree.